This record from the OMol25 dataset describes a cluster of 2 separate species, C35H46ClF13N3O4S in total. The level of theory is ωB97M-V/def2-TZVPD.

Output
Total charge: +1
Multiplicity: 1
Frontier orbital gap: 8.41 eV
Electronic energy: -108376.10169 eV
HOMO energy: -11.463 eV
E_LUMO: -3.050 eV

XYZ file:
```
103
C35H46ClF13N3O4S | the OMol25 dataset | ωB97M-V/def2-TZVPD
C 6.767 2.127 -0.242
O 5.492 2.036 0.406
C 4.580 1.227 -0.350
C 3.378 0.766 0.569
C 2.076 1.654 0.241
C 1.438 1.047 -1.039
N 0.223 1.643 -1.667
C -0.430 0.581 -2.515
C 0.464 -0.147 -3.584
C 0.158 -1.711 -3.476
C 0.832 -2.389 -2.229
C 0.368 -3.923 -2.232
S 0.239 -4.388 -0.449
O -0.013 -5.804 -0.262
O 1.428 -3.986 0.298
Cl -1.367 -3.392 0.452
C -1.724 1.074 -3.274
N -2.694 1.452 -2.228
C -3.966 1.748 -2.863
C -4.418 3.114 -3.167
C -5.752 3.258 -3.772
C -6.481 2.035 -4.056
N -6.075 0.759 -3.826
C -4.863 0.661 -3.231
C -2.105 2.646 -1.597
C -0.766 2.354 -0.759
C -0.297 3.856 -0.448
C -1.045 4.517 0.761
C -0.453 5.991 0.957
C -1.135 6.728 2.147
F -0.509 7.965 2.253
F -2.493 6.890 1.915
C -0.971 6.006 3.548
F 0.111 5.173 3.613
F -0.782 6.930 4.543
F -2.137 5.351 3.843
C -1.181 1.527 0.525
C -2.683 1.413 0.878
C -3.505 2.371 1.594
C -4.922 2.108 1.879
C -5.568 0.874 1.474
C -4.753 -0.119 0.784
C -3.364 0.161 0.489
H 6.903 3.097 -0.796
H 6.969 1.307 -0.977
H 7.553 2.068 0.554
H 4.232 1.790 -1.268
H 5.121 0.298 -0.698
H 3.633 0.973 1.635
H 3.116 -0.301 0.356
H 1.469 1.637 1.173
H 2.499 2.672 0.003
H 1.244 -0.046 -0.852
H 2.263 1.058 -1.807
H 0.531 2.376 -2.330
H -0.800 -0.200 -1.791
H 0.078 0.130 -4.608
H 1.553 0.083 -3.603
H 0.562 -2.159 -4.426
H -0.951 -1.870 -3.436
H 0.326 -1.951 -1.319
H 1.940 -2.291 -2.181
H -0.685 -3.913 -2.612
H 1.056 -4.589 -2.800
H -1.524 1.867 -4.047
H -2.107 0.168 -3.822
H -3.813 4.022 -2.964
H -6.128 4.285 -3.985
H -7.494 2.158 -4.517
H -4.495 -0.377 -3.017
H -1.743 3.296 -2.463
H -2.822 3.287 -1.035
H -0.504 4.524 -1.335
H 0.799 3.949 -0.258
H -2.128 4.652 0.486
H -0.910 4.006 1.742
H -0.514 6.543 -0.011
H 0.621 5.827 1.262
H -0.653 1.934 1.434
H -0.790 0.470 0.433
H -3.063 3.319 1.959
H -5.484 2.904 2.427
H -6.648 0.737 1.707
H -5.227 -1.084 0.496
H -2.801 -0.643 -0.051
C 3.182 -5.661 3.210
C 4.488 -6.342 2.759
C 4.349 -7.442 1.706
F 3.588 -8.469 2.126
F 5.570 -7.960 1.415
F 5.147 -6.794 3.850
F 5.277 -5.362 2.224
O 2.582 -6.134 4.416
C 1.760 -7.262 4.339
C 2.340 -8.464 5.091
F 3.569 -8.789 4.645
F 1.554 -9.553 4.914
F 1.481 -7.536 3.051
F 0.587 -6.913 4.912
H 3.449 -4.627 3.440
H 2.456 -5.584 2.398
H 3.925 -7.045 0.779
H 2.410 -8.255 6.161
```

Atom charges from the Mulliken analysis, given in e for atoms 1 to 99: atom 1 (C): -0.68, atom 2 (O): -0.36, atom 3 (C): -0.46, atom 4 (C): -0.90, atom 5 (C): -0.43, atom 6 (C): 0.41, atom 7 (N): -0.04, atom 8 (C): 1.10, atom 9 (C): -0.95, atom 10 (C): -1.00, atom 11 (C): 0.14, atom 12 (C): -0.65, atom 13 (S): 0.99, atom 14 (O): -0.58, atom 15 (O): -0.48, atom 16 (Cl): -0.16, atom 17 (C): -1.28, atom 18 (N): 0.91, atom 19 (C): 0.33, atom 20 (C): -0.29, atom 21 (C): -0.59, atom 22 (C): -0.24, atom 23 (N): -0.60, atom 24 (C): -0.39, atom 25 (C): -4.24, atom 26 (C): 2.11, atom 27 (C): -0.89, atom 28 (C): -0.64, atom 29 (C): -1.18, atom 30 (C): 0.83, atom 31 (F): -0.31, atom 32 (F): -0.28, atom 33 (C): 0.66, atom 34 (F): -0.24, atom 35 (F): -0.26, atom 36 (F): -0.23, atom 37 (C): -1.02, atom 38 (C): -0.63, atom 39 (C): 0.24, atom 40 (C): -0.80, atom 41 (C): -0.52, atom 42 (C): -0.82, atom 43 (C): -0.04, atom 44 (H): 0.25, atom 45 (H): 0.31, atom 46 (H): 0.25, atom 47 (H): 0.28, atom 48 (H): 0.47, atom 49 (H): 0.44, atom 50 (H): 0.37, atom 51 (H): 0.05, atom 52 (H): 0.38, atom 53 (H): -0.16, atom 54 (H): 0.21, atom 55 (H): 0.88, atom 56 (H): -0.24, atom 57 (H): 0.43, atom 58 (H): 0.41, atom 59 (H): 0.46, atom 60 (H): 0.35, atom 61 (H): -0.17, atom 62 (H): 0.38, atom 63 (H): 0.43, atom 64 (H): 0.38, atom 65 (H): 0.26, atom 66 (H): 0.46, atom 67 (H): 0.35, atom 68 (H): 0.35, atom 69 (H): 0.34, atom 70 (H): 0.33, atom 71 (H): 0.90, atom 72 (H): 1.25, atom 73 (H): 0.33, atom 74 (H): 0.31, atom 75 (H): 0.32, atom 76 (H): 0.66, atom 77 (H): 0.50, atom 78 (H): 0.33, atom 79 (H): 0.38, atom 80 (H): 0.74, atom 81 (H): 0.37, atom 82 (H): 0.39, atom 83 (H): 0.39, atom 84 (H): 0.39, atom 85 (H): -0.01, atom 86 (C): -0.68, atom 87 (C): 0.82, atom 88 (C): 0.18, atom 89 (F): -0.21, atom 90 (F): -0.28, atom 91 (F): -0.28, atom 92 (F): -0.32, atom 93 (O): -0.41, atom 94 (C): 0.77, atom 95 (C): 0.18, atom 96 (F): -0.21, atom 97 (F): -0.25, atom 98 (F): -0.27, atom 99 (F): -0.30



This record from the OMol25 dataset describes a cluster of 4 separate species, C35H46F4N5O2S in total. The level of theory is ωB97M-V/def2-TZVPD.

Output
Total charge: +1
Multiplicity: 1
ΔE to the lowest compared entry with this formula, charge and spin: 224.6 kcal per mole
Frontier orbital gap: 5.58 eV
Electronic energy: -70272.64945 eV
HOMO energy: -9.956 eV
E_LUMO: -4.376 eV

XYZ file:
```
93
C35H46F4N5O2S | the OMol25 dataset | ωB97M-V/def2-TZVPD
C 5.180 0.741 1.739
C 5.577 1.329 0.239
O 6.046 0.300 -0.703
C 5.001 -0.681 -1.033
C 3.634 -0.055 -1.683
C 2.963 -0.943 -2.887
F 3.679 -2.131 -3.425
C 1.481 -1.621 -2.516
C 1.428 -2.736 -1.314
C 0.677 -2.144 0.048
C -0.841 -1.587 -0.222
C -1.986 -2.745 -0.409
C -2.923 -2.504 -1.744
C -4.547 -2.463 -1.417
C -5.267 -1.041 -1.853
S -5.088 0.300 -0.514
C -4.853 1.905 -1.453
N -4.483 3.237 -0.826
N -4.379 4.140 -1.880
C -4.687 3.388 -3.165
O -5.020 1.954 -2.936
N 1.089 -2.070 -3.939
C 1.835 -1.237 -4.999
N 1.838 -1.465 -6.353
N 2.519 -0.195 -4.141
C 3.526 0.722 -4.797
H 4.065 0.349 1.639
H 5.894 -0.130 2.060
H 5.201 1.662 2.482
H 6.507 2.051 0.429
H 4.720 2.019 -0.167
H 4.689 -1.320 -0.076
H 5.512 -1.472 -1.765
H 2.830 -0.030 -0.803
H 3.847 1.055 -2.021
H 0.822 -0.637 -2.426
H 0.979 -3.771 -1.627
H 2.562 -2.951 -1.011
H 1.328 -1.212 0.378
H 0.656 -2.933 0.934
H -0.918 -0.842 -1.127
H -1.138 -0.951 0.742
H -1.560 -3.855 -0.411
H -2.713 -2.702 0.535
H -2.659 -3.381 -2.500
H -2.650 -1.489 -2.283
H -4.770 -2.676 -0.273
H -5.048 -3.359 -2.009
H -4.894 -0.691 -2.910
H -6.445 -1.203 -1.960
H -4.644 3.932 -4.201
H 1.224 -3.117 -4.018
H 2.786 -1.563 -6.825
H 1.005 -1.626 -6.961
H 3.248 0.893 -5.938
H 3.383 1.790 -4.286
H 4.633 0.343 -4.780
F -9.732 7.850 1.142
C -8.796 7.077 0.576
C -7.466 7.482 0.604
C -6.490 6.675 0.019
C -6.857 5.477 -0.598
C -8.195 5.082 -0.626
C -9.169 5.883 -0.031
H -7.200 8.420 1.081
H -5.446 6.978 0.043
H -6.096 4.850 -1.058
H -8.479 4.151 -1.110
H -10.213 5.587 -0.036
F -3.776 -2.702 2.196
C -3.497 -1.915 3.243
C -4.278 -0.789 3.480
C -3.990 0.029 4.573
C -2.917 -0.283 5.412
C -2.136 -1.413 5.163
C -2.431 -2.236 4.076
H -5.102 -0.558 2.814
H -4.599 0.907 4.772
H -2.690 0.357 6.262
H -1.299 -1.651 5.814
H -1.839 -3.123 3.873
F 6.127 -3.528 4.471
C 7.298 -2.882 4.390
C 7.905 -2.719 3.149
C 9.121 -2.042 3.063
C 9.723 -1.544 4.221
C 9.109 -1.717 5.462
C 7.888 -2.384 5.547
H 7.426 -3.119 2.261
H 9.600 -1.902 2.096
H 10.674 -1.020 4.154
H 9.582 -1.332 6.363
H 7.392 -2.520 6.502
```

Taken from the Mulliken analysis, the atomic charges in e are: atom 1 (C): -0.67, atom 2 (C): -0.26, atom 3 (O): -0.42, atom 4 (C): -0.35, atom 5 (C): -0.62, atom 6 (C): 0.99, atom 7 (F): -0.43, atom 8 (C): -0.51, atom 9 (C): -0.49, atom 10 (C): -0.36, atom 11 (C): -0.55, atom 12 (C): 0.28, atom 13 (C): -0.58, atom 14 (C): -0.33, atom 15 (C): -0.79, atom 16 (S): -0.01, atom 17 (C): 0.39, atom 18 (N): -0.28, atom 19 (N): -0.35, atom 20 (C): -0.02, atom 21 (O): -0.27, atom 22 (N): -0.37, atom 23 (C): 0.25, atom 24 (N): -0.37, atom 25 (N): -0.05, atom 26 (C): -0.95, atom 27 (H): 0.12, atom 28 (H): 0.16, atom 29 (H): 0.35, atom 30 (H): 0.34, atom 31 (H): 0.20, atom 32 (H): 0.23, atom 33 (H): 0.30, atom 34 (H): 0.22, atom 35 (H): 0.31, atom 36 (H): 0.30, atom 37 (H): 0.44, atom 38 (H): 0.30, atom 39 (H): 0.01, atom 40 (H): 0.35, atom 41 (H): 0.15, atom 42 (H): 0.36, atom 43 (H): 0.40, atom 44 (H): -0.42, atom 45 (H): 0.25, atom 46 (H): 0.23, atom 47 (H): 0.20, atom 48 (H): 0.33, atom 49 (H): 0.39, atom 50 (H): 0.39, atom 51 (H): 0.35, atom 52 (H): 0.36, atom 53 (H): 0.30, atom 54 (H): 0.28, atom 55 (H): 0.39, atom 56 (H): 0.30, atom 57 (H): 0.31, atom 58 (F): -0.31, atom 59 (C): 0.14, atom 60 (C): -0.34, atom 61 (C): -0.54, atom 62 (C): -0.01, atom 63 (C): -0.51, atom 64 (C): -0.34, atom 65 (H): 0.41, atom 66 (H): 0.37, atom 67 (H): 0.37, atom 68 (H): 0.36, atom 69 (H): 0.40, atom 70 (F): -0.41, atom 71 (C): 0.39, atom 72 (C): -0.25, atom 73 (C): -0.60, atom 74 (C): -0.43, atom 75 (C): -0.47, atom 76 (C): -0.28, atom 77 (H): 0.42, atom 78 (H): 0.37, atom 79 (H): 0.37, atom 80 (H): 0.37, atom 81 (H): 0.43, atom 82 (F): -0.31, atom 83 (C): 0.32, atom 84 (C): -0.39, atom 85 (C): -0.37, atom 86 (C): -0.44, atom 87 (C): -0.36, atom 88 (C): -0.39, atom 89 (H): 0.45, atom 90 (H): 0.36, atom 91 (H): 0.36, atom 92 (H): 0.36, atom 93 (H): 0.40



This record from the OMol25 dataset describes a structure of composition C35H46FeN4O7PS2Si2. The level of theory is ωB97M-V/def2-TZVPD.

Output
Multiplicity: 6
ΔE to the lowest compared entry with this formula, charge and spin: 28.7 kcal per mole
Frontier orbital gap (alpha / beta): 7.57 / 5.63 eV
Electronic energy: -138442.26280 eV
HOMO energy (alpha / beta): -7.502 / -7.387 eV
⟨S²⟩: 8.8015
E_LUMO (alpha / beta): 0.071 / -1.752 eV

XYZ file:
```
98
C35H46FeN4O7PS2Si2 | the OMol25 dataset | ωB97M-V/def2-TZVPD
Fe -0.012 0.210 1.036
O 0.470 -0.419 3.289
N 1.689 -0.794 3.679
C 1.842 -1.159 4.975
C 3.049 -1.536 5.482
C 4.160 -1.535 4.625
C 3.996 -1.171 3.318
C 2.736 -0.780 2.802
S 2.538 -0.285 1.197
H 0.938 -1.116 5.564
H 3.131 -1.826 6.519
H 5.135 -1.815 5.002
H 4.818 -1.159 2.618
C 2.157 2.485 -0.757
Si 0.715 3.299 0.100
C -0.859 3.182 -0.919
C 1.160 5.129 0.216
N 0.309 2.426 1.574
C 0.207 2.889 2.824
C -0.561 2.176 3.794
C -0.648 2.612 5.094
C -0.002 3.785 5.493
C 0.719 4.528 4.556
C 0.831 4.098 3.256
H 2.394 3.024 -1.680
H 1.910 1.458 -1.022
H 3.044 2.471 -0.120
H -0.648 3.477 -1.952
H -1.651 3.829 -0.529
H -1.219 2.149 -0.921
H 1.250 5.513 -0.804
H 2.126 5.288 0.705
H 0.408 5.728 0.737
H -1.096 1.303 3.462
H -1.223 2.046 5.816
H -0.068 4.121 6.519
H 1.197 5.454 4.851
H 1.418 4.668 2.548
N -1.273 -2.044 3.728
C -1.478 -3.402 3.171
P -0.603 -3.541 1.538
O 0.290 -4.716 1.611
O -0.059 -2.152 1.260
C -1.909 -3.815 0.224
N -1.909 -2.653 -0.696
H -0.299 -1.638 3.526
H -1.479 -1.995 4.719
H -1.854 -1.359 3.228
H -2.542 -3.606 3.076
H -1.013 -4.140 3.821
H -2.899 -3.951 0.648
H -1.595 -4.710 -0.307
H -2.579 -1.911 -0.443
H -2.054 -2.886 -1.674
H -1.012 -2.148 -0.602
O 0.038 -0.143 -0.952
Si 0.103 -0.454 -2.513
C 1.162 -2.006 -2.808
C 1.350 -2.522 -4.096
C 2.134 -3.646 -4.316
C 2.769 -4.272 -3.248
C 2.624 -3.761 -1.966
C 1.833 -2.636 -1.753
C 0.987 0.863 -3.544
C 2.385 0.876 -3.555
C 3.094 1.852 -4.241
C 2.413 2.847 -4.931
C 1.025 2.849 -4.944
C 0.323 1.859 -4.265
C -1.595 -0.789 -3.310
C -1.922 -2.013 -3.901
C -3.137 -2.215 -4.548
C -4.061 -1.185 -4.627
C -3.774 0.033 -4.023
C -2.567 0.219 -3.368
H 0.875 -2.028 -4.939
H 2.255 -4.032 -5.322
H 3.385 -5.146 -3.421
H 3.130 -4.229 -1.129
H 1.762 -2.224 -0.746
H 2.931 0.110 -3.011
H 4.178 1.847 -4.233
H 2.960 3.617 -5.463
H 0.491 3.621 -5.486
H -0.761 1.860 -4.307
H -1.208 -2.831 -3.885
H -3.349 -3.176 -5.002
H -4.995 -1.328 -5.157
H -4.492 0.843 -4.076
H -2.380 1.166 -2.872
C -4.651 1.027 1.404
S -3.419 -0.221 1.136
O -3.200 -0.273 -0.296
O -3.912 -1.466 1.709
O -2.220 0.247 1.886
H -5.412 0.893 0.638
H -4.165 1.997 1.308
H -5.072 0.887 2.398
```

Taken from the Mulliken analysis, the atomic charges in e are: atom 1 (Fe): 0.99, atom 2 (O): -0.03, atom 3 (N): -0.10, atom 4 (C): -0.21, atom 5 (C): -0.88, atom 6 (C): -0.21, atom 7 (C): -1.00, atom 8 (C): 0.64, atom 9 (S): -0.45, atom 10 (H): 0.45, atom 11 (H): 0.42, atom 12 (H): 0.38, atom 13 (H): 0.49, atom 14 (C): 0.32, atom 15 (Si): -0.08, atom 16 (C): -0.22, atom 17 (C): -1.43, atom 18 (N): 0.81, atom 19 (C): 0.08, atom 20 (C): 0.10, atom 21 (C): -0.69, atom 22 (C): -0.47, atom 23 (C): -0.78, atom 24 (C): -0.52, atom 25 (H): 0.29, atom 26 (H): -1.00, atom 27 (H): 0.49, atom 28 (H): 0.22, atom 29 (H): 0.58, atom 30 (H): -0.57, atom 31 (H): 0.38, atom 32 (H): 0.39, atom 33 (H): 0.37, atom 34 (H): 0.23, atom 35 (H): 0.43, atom 36 (H): 0.40, atom 37 (H): 0.41, atom 38 (H): 0.33, atom 39 (N): 0.14, atom 40 (C): -1.01, atom 41 (P): 1.19, atom 42 (O): -0.92, atom 43 (O): -0.52, atom 44 (C): -0.81, atom 45 (N): 0.59, atom 46 (H): -0.01, atom 47 (H): 0.41, atom 48 (H): -0.04, atom 49 (H): 0.46, atom 50 (H): 0.37, atom 51 (H): 0.45, atom 52 (H): 0.39, atom 53 (H): 0.09, atom 54 (H): 0.40, atom 55 (H): -0.77, atom 56 (O): 3.36, atom 57 (Si): -2.90, atom 58 (C): 0.67, atom 59 (C): -0.37, atom 60 (C): -0.81, atom 61 (C): -0.57, atom 62 (C): -0.76, atom 63 (C): -0.19, atom 64 (C): 1.14, atom 65 (C): -0.42, atom 66 (C): -0.67, atom 67 (C): -0.62, atom 68 (C): -0.74, atom 69 (C): -0.39, atom 70 (C): 1.51, atom 71 (C): -0.74, atom 72 (C): -0.65, atom 73 (C): -0.73, atom 74 (C): -0.83, atom 75 (C): -0.08, atom 76 (H): 0.53, atom 77 (H): 0.41, atom 78 (H): 0.38, atom 79 (H): 0.47, atom 80 (H): -0.19, atom 81 (H): 0.34, atom 82 (H): 0.41, atom 83 (H): 0.38, atom 84 (H): 0.43, atom 85 (H): 0.33, atom 86 (H): 0.45, atom 87 (H): 0.44, atom 88 (H): 0.37, atom 89 (H): 0.46, atom 90 (H): 0.30, atom 91 (C): -1.20, atom 92 (S): 1.00, atom 93 (O): -0.65, atom 94 (O): -0.71, atom 95 (O): -1.15, atom 96 (H): 0.38, atom 97 (H): 0.29, atom 98 (H): 0.36



Question: The lowest electronic energy belongs to which entry?
Answer: C35H46FeN4O7PS2Si2